Entry A
DFT (wB97M-V/def2-TZVPD) results for C27H25BrCl5N4O3V as an isolated structure.

Geometry (Å):
V  0.329  -0.622  -0.571
Cl  1.279  2.877  0.526
C  -0.349  2.476  -0.040
C  -0.706  1.133  -0.149
C  -1.990  0.935  -0.628
Cl  -2.461  -0.781  -0.907
C  -2.892  1.950  -0.960
Cl  -4.478  1.566  -1.552
C  -2.486  3.266  -0.830
Cl  -3.563  4.561  -1.235
C  -1.192  3.531  -0.373
Cl  -0.653  5.179  -0.242
C  -0.569  2.122  -6.684
O  -0.480  0.715  -6.875
C  -0.173  -0.037  -5.793
C  -0.127  -1.432  -6.035
C  0.095  -2.262  -4.982
C  0.278  -1.801  -3.647
C  0.308  -2.750  -2.560
C  0.166  -4.226  -2.775
O  0.415  -2.407  -1.354
C  0.368  -0.380  -3.444
O  0.682  0.175  -2.320
C  0.093  0.474  -4.553
H  -0.904  2.539  -7.628
H  0.400  2.548  -6.422
H  -1.289  2.367  -5.904
H  -0.280  -1.807  -7.040
H  0.138  -3.325  -5.181
H  -0.314  -4.494  -3.713
H  -0.419  -4.629  -1.950
H  1.151  -4.701  -2.740
H  0.122  1.533  -4.347
Br  5.950  -2.787  2.465
C  4.389  -2.031  1.670
C  3.156  -2.617  1.900
C  2.034  -2.052  1.287
C  2.084  -0.927  0.431
C  3.372  -0.383  0.260
C  4.513  -0.916  0.859
H  3.078  -3.495  2.531
H  1.079  -2.540  1.483
H  3.498  0.487  -0.379
H  5.489  -0.479  0.687
C  -1.263  1.945  3.133
N  -1.603  1.830  4.567
C  -2.418  0.617  4.743
N  -1.737  -0.601  4.277
C  -1.400  -0.405  2.853
N  -0.559  0.766  2.642
C  0.676  0.602  3.415
N  0.399  0.448  4.860
C  -0.346  1.632  5.306
C  -0.471  -0.725  5.021
H  -0.628  2.821  2.985
H  -2.183  2.079  2.558
H  -3.348  0.735  4.187
H  -2.652  0.503  5.802
H  -2.322  -0.288  2.283
H  -0.874  -1.289  2.492
H  1.306  1.478  3.260
H  1.212  -0.275  3.054
H  0.281  2.512  5.171
H  -0.578  1.523  6.367
H  -0.697  -0.859  6.079
H  0.062  -1.603  4.660

The calculation puts the LUMO energy (spin up / spin down) at 2.392 / 2.393 eV. Its gap between HOMO and LUMO (spin up / spin down) is 5.68 / 7.95 eV. The multiplicity is 4. The expectation value of S² is 3.7689. Its net charge is -1. As for the HOMO energy (spin up / spin down): -3.29 / -5.55 eV.

Entry B
DFT (wB97M-V/def2-TZVPD) results for C27H25BrCl5N4O3V as an isolated structure.

Geometry (Å):
V  -0.029  -0.039  -0.079
Cl  -2.146  1.685  0.013
C  -2.181  1.089  -1.656
C  -1.148  0.226  -1.972
C  -1.153  -0.202  -3.288
Cl  0.137  -1.268  -3.818
C  -2.118  0.185  -4.219
Cl  -2.066  -0.384  -5.854
C  -3.141  1.050  -3.829
Cl  -4.351  1.545  -4.959
C  -3.176  1.519  -2.519
Cl  -4.415  2.607  -1.998
C  2.441  -0.005  6.455
O  3.109  -1.045  5.771
C  2.830  -1.196  4.447
C  3.501  -2.270  3.819
C  3.274  -2.486  2.493
C  2.395  -1.693  1.715
C  2.260  -1.979  0.304
C  3.078  -3.084  -0.326
O  1.505  -1.366  -0.467
C  1.703  -0.614  2.360
O  0.877  0.168  1.780
C  1.970  -0.393  3.747
H  2.782  -0.052  7.487
H  1.358  -0.141  6.421
H  2.691  0.972  6.033
H  4.167  -2.893  4.400
H  3.787  -3.312  2.019
H  4.146  -2.956  -0.146
H  2.881  -3.075  -1.395
H  2.782  -4.054  0.079
H  1.432  0.424  4.204
Br  -3.999  -5.242  2.203
C  -2.922  -3.792  1.566
C  -2.356  -2.916  2.473
C  -1.575  -1.870  1.988
C  -1.327  -1.643  0.622
C  -1.940  -2.575  -0.234
C  -2.725  -3.638  0.207
H  -2.519  -3.051  3.536
H  -1.136  -1.198  2.723
H  -1.800  -2.478  -1.309
H  -3.175  -4.332  -0.492
C  1.289  2.853  0.412
N  2.226  3.949  0.161
C  1.919  4.514  -1.155
N  2.023  3.523  -2.228
C  1.091  2.431  -1.937
N  1.370  1.803  -0.629
C  2.764  1.306  -0.657
N  3.727  2.374  -0.926
C  3.580  3.393  0.115
C  3.383  2.982  -2.213
H  0.273  3.248  0.423
H  1.500  2.386  1.375
H  2.616  5.331  -1.360
H  0.903  4.913  -1.140
H  1.163  1.666  -2.711
H  0.071  2.818  -1.927
H  2.839  0.547  -1.436
H  2.985  0.846  0.306
H  4.289  4.202  -0.078
H  3.810  2.944  1.083
H  3.471  2.226  -2.996
H  4.088  3.790  -2.424

The calculation puts the LUMO energy (spin up / spin down) at 2.424 / 2.425 eV. Its gap between HOMO and LUMO (spin up / spin down) is 6.13 / 7.60 eV. The multiplicity is 4. The expectation value of S² is 3.7624. Its net charge is -1. As for the HOMO energy (spin up / spin down): -3.71 / -5.17 eV.

What is the least stable structure shown above? It is entry A.